A structure of composition C26H41BrN6P2Sr, computed with the ωB97M-V functional and the def2-TZVPD basis.

As for the molecular weight: 667.13 g mol⁻¹. The value obtained for the HOMO energy is -12.1557 eV. The charge is +2. The lowest unoccupied orbital energy comes out at -8.034 eV. The HOMO-LUMO gap comes out at 4.122 eV.

XYZ file:
```
77
C26H41BrN6P2Sr (the ωB97M-V functional and the def2-TZVPD basis)
C -0.94 7.03 -3.47
C -1.17 5.65 -3.71
C -1.42 5.27 -5.04
C -1.47 6.25 -6.04
N -1.26 7.53 -5.78
C -1.00 7.93 -4.54
C -1.12 4.69 -2.64
C -1.01 3.83 -1.77
C -0.73 2.85 -0.76
C 0.43 3.00 0.03
C 0.90 1.95 0.82
C 0.29 0.69 0.75
C -0.98 0.59 0.16
C -1.49 1.66 -0.59
Sr -0.85 0.39 3.10
P 1.57 -0.99 1.46
H -1.59 4.23 -5.33
H -0.72 7.41 -2.47
H -1.67 5.99 -7.09
H -0.84 9.00 -4.39
H -2.45 1.55 -1.11
H 1.03 3.90 -0.05
H -1.56 -0.34 0.23
H 1.79 2.12 1.44
C 1.93 -2.61 2.34
C 2.77 -3.71 1.70
H 0.94 -2.99 2.60
H 2.40 -2.32 3.29
H 2.90 -4.52 2.43
H 2.29 -4.17 0.83
H 3.77 -3.38 1.42
C 1.69 -1.47 -0.31
C 2.68 -0.68 -1.16
H 0.69 -1.31 -0.72
H 1.87 -2.55 -0.34
H 2.50 -0.94 -2.22
H 2.57 0.41 -1.07
H 3.72 -0.96 -0.94
C 3.14 -0.11 1.86
C 4.50 -0.82 1.84
H 3.00 0.28 2.88
H 3.19 0.77 1.21
H 5.28 -0.08 2.07
H 4.58 -1.62 2.58
H 4.75 -1.23 0.85
Br -1.59 -2.33 2.87
P -2.89 -3.68 -1.56
C -1.04 -3.77 -1.45
C -0.55 -5.20 -1.65
H -0.74 -3.37 -0.47
H -0.64 -3.10 -2.23
H 0.52 -5.21 -1.87
H -0.71 -5.81 -0.75
H -1.07 -5.69 -2.48
C -3.31 -3.40 0.21
C -4.70 -3.93 0.55
H -3.21 -2.33 0.43
H -2.54 -3.92 0.79
H -4.81 -4.01 1.63
H -5.47 -3.25 0.18
H -4.85 -4.92 0.10
C -3.08 -1.95 -2.21
C -3.31 -1.97 -3.72
H -2.19 -1.38 -1.94
H -3.95 -1.52 -1.69
H -3.69 -1.00 -4.05
H -2.38 -2.17 -4.26
H -4.04 -2.73 -4.00
N 2.42 1.25 7.30
N 1.68 1.78 6.24
N 2.02 2.99 5.77
C 1.39 3.01 4.59
N 0.76 1.86 4.32
N 1.02 1.01 5.38
H 1.85 0.63 7.86
H 2.76 2.05 7.84
H 1.41 3.86 3.91
```

---

An isolated molecule of C7H8N2O, computed with the ωB97M-V functional and the def2-TZVPD basis.

As for the molecular weight: 136.15 g mol⁻¹. The relative energy (zero: lowest compared OMol25 entry of this formula, charge and spin) is 66.6 kcal/mol. The value obtained for the HOMO energy is -8.8198 eV. The structure (SMILES) is C#C[C@@](C)(O)c1ncc[nH]1. The charge is 0. The lowest unoccupied orbital energy comes out at 0.715 eV. The HOMO-LUMO gap comes out at 9.534 eV.

XYZ file:
```
18
C7H8N2O (the ωB97M-V functional and the def2-TZVPD basis)
C 2.38 1.87 1.08
C 1.62 1.08 0.63
C 0.81 -0.22 0.18
C 1.28 -0.45 -1.35
O 0.93 -1.24 1.10
C -0.69 0.19 0.17
N -1.30 0.74 -0.86
C -2.61 0.92 -0.51
C -2.80 0.56 0.77
N -1.57 0.03 1.20
H 2.81 2.76 1.45
H 2.33 -0.85 -1.32
H 1.12 0.48 -1.77
H 0.56 -1.07 -1.83
H 1.82 -1.24 1.47
H -3.24 1.04 -1.39
H -3.59 0.51 1.46
H -1.45 -0.27 2.21
```

---

A structure of composition C5H8N2O2, computed with the ωB97M-V functional and the def2-TZVPD basis.

As for the molecular weight: 128.13 g mol⁻¹. The relative energy (zero: lowest compared OMol25 entry of this formula, charge and spin) is 179.5 kcal/mol. The value obtained for the HOMO energy is -8.0658 eV. The charge is 0. The lowest unoccupied orbital energy comes out at -1.176 eV. The HOMO-LUMO gap comes out at 6.890 eV.

XYZ file:
```
17
C5H8N2O2 (the ωB97M-V functional and the def2-TZVPD basis)
C -0.70 -0.24 0.14
C 0.51 -0.85 0.45
C -0.48 0.92 -0.69
C 0.63 -1.96 1.45
C -1.35 2.11 -1.11
N 1.36 -0.03 -0.11
N 0.91 1.01 -0.72
O 1.78 1.83 -1.15
O 3.16 -0.10 -0.11
H -1.62 -0.63 0.50
H 0.76 -3.02 0.96
H 1.66 -1.86 2.09
H -0.22 -2.03 2.12
H -1.39 3.04 -0.48
H -0.96 2.30 -2.09
H -2.34 1.84 -1.08
H 3.17 0.59 -0.78
```

---

An isolated molecule of C13H19NO, computed with the ωB97M-V functional and the def2-TZVPD basis.

As for the molecular weight: 205.30 g mol⁻¹. The relative energy (zero: lowest compared OMol25 entry of this formula, charge and spin) is 177.0 kcal/mol. The value obtained for the HOMO energy is -7.5549 eV. The structure (SMILES) is C#C[C@@H](/C=C/N(C)C(=C)C)C(=C)[C@@H](C)O. The charge is 0. The lowest unoccupied orbital energy comes out at 0.818 eV. The HOMO-LUMO gap comes out at 8.372 eV.

XYZ file:
```
34
C13H19NO (the ωB97M-V functional and the def2-TZVPD basis)
C -2.01 2.30 -1.66
C -1.57 1.34 -1.09
C -1.25 0.09 -0.41
C 0.27 -0.12 -0.19
C 1.28 0.76 -0.46
N 2.64 0.55 -0.19
C 3.26 1.77 0.41
C 3.25 -0.75 -0.16
C 2.78 -1.66 -0.96
C 4.44 -0.83 0.73
C -2.33 -0.03 0.66
C -2.23 0.69 1.75
C -3.53 -0.98 0.43
C -4.56 -0.43 -0.63
O -3.02 -2.27 0.04
H -2.20 3.19 -2.28
H -1.38 -0.82 -1.08
H 0.55 -1.09 0.27
H 1.08 1.67 -1.01
H 3.35 1.96 1.59
H 4.24 1.94 -0.08
H 2.66 2.60 0.04
H 1.74 -1.70 -1.48
H 3.26 -2.66 -0.95
H 4.04 -1.64 1.45
H 4.78 -0.07 1.29
H 5.39 -1.25 0.17
H -2.76 0.56 2.63
H -1.30 1.29 1.87
H -4.13 -1.01 1.40
H -5.63 -0.86 -0.44
H -4.10 -0.81 -1.60
H -4.76 0.71 -0.64
H -2.28 -2.46 0.57
```